{"formula": "C9H14O5P", "method": "ωB97M-V with the def2-TZVPD basis set", "fmax_ev_per_a": 4.42, "homo_energy_ev": -5.59, "total_charge": -1, "e_lumo_ev": 2.715, "homo_lumo_gap_ev": 8.301, "total_energy_ev": -29086.763, "species": ["C", "C", "C", "C", "C", "C", "C", "C", "C", "O", "O", "O", "O", "O", "P", "H", "H", "H", "H", "H", "H", "H", "H", "H", "H", "H", "H", "H", "H"], "coordinates": [[-3.887, -0.428, -0.463], [-2.719, -0.425, -0.074], [-0.622, -0.933, 1.036], [-5.285, -0.823, -0.842], [-0.817, 1.837, -0.931], [2.807, -0.404, 2.279], [2.357, -1.238, -1.473], [-1.017, 1.284, 0.493], [-1.512, -0.030, 0.688], [0.122, -1.776, 1.336], [2.547, 1.546, -0.952], [4.599, 0.858, 0.623], [2.253, 0.255, 1.226], [3.467, -0.953, -0.687], [3.292, 0.610, -0.043], [-5.371, -1.852, -0.631], [-5.369, -0.619, -1.908], [-6.215, -0.474, -0.388], [-0.189, 1.129, -1.411], [-1.744, 1.911, -1.492], [-0.171, 2.845, -0.889], [2.107, -0.628, 3.063], [3.678, 0.304, 2.672], [3.350, -1.364, 1.990], [2.060, -2.366, -1.361], [2.608, -0.986, -2.589], [1.372, -0.769, -1.228], [-1.610, 2.013, 0.975], [-0.090, 1.476, 0.982]], "forces_ev_per_angstrom": [[0.91, -0.52, 1.24], [-1.74, 0.66, 0.95], [0.78, -2.03, 0.11], [1.02, 0.90, -0.81], [1.27, 1.30, 0.63], [4.10, 0.13, 1.23], [-1.36, -2.30, -2.33], [1.09, 4.23, -0.65], [-1.57, -2.47, -1.93], [-0.78, 0.84, 0.03], [0.65, -1.16, 0.65], [-0.11, 0.36, -0.71], [-1.22, 0.58, -2.02], [-0.87, 1.92, 0.57], [0.41, -0.19, 0.94], [0.15, -1.57, -0.27], [-0.33, -0.37, -0.14], [0.69, 1.08, 0.54], [0.74, -0.46, -0.87], [-0.11, 0.33, 0.02], [-1.74, -2.18, -0.13], [-0.59, 0.06, 0.23], [-1.65, -1.61, -0.20], [-0.77, 0.92, 0.18], [0.96, 1.64, -0.44], [-0.70, -0.60, 1.83], [1.05, 0.32, 0.10], [-1.36, 0.73, 0.83], [1.09, -0.54, 0.43]]}

---

{"formula": "C9H9NO3S", "method": "ωB97M-V with the def2-TZVPD basis set", "fmax_ev_per_a": 3.97, "homo_energy_ev": -8.61, "e_lumo_ev": -0.191, "homo_lumo_gap_ev": 8.421, "total_energy_ev": -27940.665, "species": ["C", "C", "C", "C", "C", "C", "C", "C", "C", "N", "O", "O", "O", "S", "H", "H", "H", "H", "H", "H", "H", "H", "H"], "coordinates": [[2.152, -2.068, 0.778], [3.106, -1.420, -0.073], [0.861, -1.602, 0.796], [2.721, -0.394, -0.943], [0.541, -0.530, 0.054], [1.442, 0.095, -0.743], [-0.841, 0.091, 0.205], [-0.602, 1.760, -1.273], [-3.163, -0.264, 0.484], [-0.850, 2.640, -0.263], [-2.037, 2.948, -0.177], [0.013, 3.024, 0.518], [-1.847, -0.695, 0.004], [1.018, 1.465, -1.808], [2.534, -2.830, 1.549], [4.172, -1.898, -0.051], [0.077, -1.991, 1.369], [3.640, 0.109, -1.371], [-0.965, 0.739, 1.124], [-1.423, 1.521, -1.928], [-3.357, 0.658, -0.020], [-3.352, -0.374, 1.553], [-3.840, -0.985, 0.216]], "forces_ev_per_angstrom": [[2.17, -0.43, 0.75], [0.57, -2.38, 0.60], [0.92, -0.99, 0.40], [2.74, -0.43, 2.12], [-2.49, 2.24, -0.95], [1.05, 1.37, -2.51], [1.62, 1.87, 0.62], [0.86, -3.87, 0.24], [1.49, 0.23, 0.27], [-0.84, 1.73, 0.97], [-0.62, 0.52, 0.65], [-0.02, -0.24, -0.26], [-1.42, -1.10, 0.05], [-0.05, -0.21, 0.24], [-0.81, 1.04, -1.52], [-2.01, 1.35, -0.22], [-0.70, -0.93, 1.08], [-1.88, -0.23, -0.31], [0.22, -0.12, -1.12], [-0.08, 0.55, -0.05], [-0.42, 0.80, 0.37], [1.15, 1.07, 0.38], [-1.43, -1.85, -1.80]]}

---

{"formula": "C22H61N3O12", "method": "ωB97M-V with the def2-TZVPD basis set", "fmax_ev_per_a": 2.10, "smiles": "COCCNCCOC.COCCNCCOC.COCCNCCOC.OCCO.OCCO.O.O", "homo_energy_ev": -8.40, "e_lumo_ev": 0.427, "homo_lumo_gap_ev": 8.827, "total_energy_ev": -52838.200, "species": ["C", "O", "C", "C", "N", "C", "C", "O", "C", "H", "H", "H", "H", "H", "H", "H", "H", "H", "H", "H", "H", "H", "H", "H", "C", "O", "C", "C", "N", "C", "C", "O", "C", "H", "H", "H", "H", "H", "H", "H", "H", "H", "H", "H", "H", "H", "H", "H", "C", "O", "C", "C", "N", "C", "C", "O", "C", "H", "H", "H", "H", "H", "H", "H", "H", "H", "H", "H", "H", "H", "H", "H", "C", "C", "O", "O", "H", "H", "H", "H", "H", "H", "C", "C", "O", "O", "H", "H", "H", "H", "H", "H", "O", "H", "H", "O", "H", "H"], "coordinates": [[7.011, -5.422, -1.535], [6.030, -4.429, -1.318], [4.844, -4.680, -2.080], [3.926, -3.479, -1.952], [4.700, -2.268, -2.262], [4.036, -1.035, -1.811], [4.927, 0.205, -1.841], [5.881, 0.122, -0.779], [6.691, 1.288, -0.803], [7.475, -5.343, -2.520], [6.602, -6.434, -1.436], [7.736, -5.371, -0.723], [4.282, -5.561, -1.755], [5.122, -4.835, -3.126], [3.495, -3.457, -0.944], [3.122, -3.547, -2.689], [5.467, -2.396, -1.605], [3.614, -1.278, -0.823], [3.091, -0.860, -2.336], [4.311, 1.102, -1.740], [5.394, 0.288, -2.828], [7.252, 1.367, 0.125], [6.060, 2.185, -0.848], [7.310, 1.312, -1.704], [-2.769, 0.031, 0.703], [-3.786, 0.950, 1.004], [-5.048, 0.321, 1.276], [-6.052, 1.460, 1.216], [-7.397, 0.883, 1.446], [-8.366, 1.963, 1.712], [-9.781, 1.417, 1.905], [-9.798, 0.423, 2.895], [-11.029, -0.164, 3.174], [-1.771, 0.462, 0.605], [-2.877, -0.448, -0.278], [-2.726, -0.719, 1.499], [-5.019, -0.183, 2.247], [-5.219, -0.460, 0.529], [-6.122, 1.966, 0.256], [-5.736, 2.104, 2.044], [-7.315, 0.353, 2.309], [-8.365, 2.621, 0.844], [-8.093, 2.520, 2.614], [-10.138, 0.948, 0.978], [-10.517, 2.196, 2.138], [-11.471, -0.649, 2.296], [-11.725, 0.607, 3.527], [-10.915, -0.926, 3.942], [0.498, 0.762, 2.885], [1.329, 1.211, 1.871], [1.183, 2.571, 1.468], [-0.145, 2.957, 0.829], [-0.320, 2.344, -0.496], [-1.508, 2.967, -1.090], [-1.661, 2.744, -2.592], [-0.584, 3.414, -3.230], [-0.781, 3.580, -4.613], [0.907, -0.169, 3.272], [-0.526, 0.547, 2.548], [0.343, 1.535, 3.650], [2.022, 2.896, 0.853], [1.299, 3.117, 2.414], [-0.129, 4.054, 0.803], [-0.975, 2.715, 1.496], [0.480, 2.645, -1.050], [-1.598, 4.032, -0.841], [-2.347, 2.581, -0.501], [-2.601, 3.175, -2.948], [-1.730, 1.666, -2.773], [-1.400, 2.821, -5.102], [0.150, 3.548, -5.182], [-1.271, 4.545, -4.774], [4.437, 1.417, 2.251], [4.436, -0.104, 2.467], [4.643, -0.429, 3.812], [5.762, 1.954, 2.389], [3.649, 2.015, 2.715], [4.148, 1.561, 1.197], [5.259, -0.427, 1.822], [3.484, -0.471, 2.087], [5.575, -0.268, 3.984], [5.624, 2.866, 2.659], [-0.546, -3.590, -0.404], [-0.323, -5.064, -0.065], [0.489, -5.703, -1.009], [0.683, -3.060, -0.873], [-0.967, -3.025, 0.433], [-1.296, -3.510, -1.201], [-1.309, -5.521, 0.067], [0.110, -5.130, 0.940], [0.896, -4.996, -1.526], [0.640, -2.085, -0.849], [1.945, 2.175, -2.535], [1.128, 1.667, -2.552], [2.079, 2.441, -3.450], [0.765, -0.405, -0.406], [1.404, -0.123, 0.262], [0.305, 0.410, -0.660]], "forces_ev_per_angstrom": [[-0.23, -0.43, 0.53], [-0.51, -0.63, -0.10], [0.03, 0.43, -0.20], [0.22, 0.50, -0.59], [0.27, 0.07, 0.59], [-0.70, -0.69, 0.37], [-0.62, -0.88, 0.38], [-0.08, 0.53, -0.58], [-0.46, 0.15, 0.02], [0.12, 0.16, -0.01], [-0.28, 0.01, -0.18], [0.21, 0.41, -0.22], [0.32, -0.22, 0.28], [0.05, 0.05, -0.13], [-0.11, 0.06, 0.02], [-0.18, -0.26, 0.20], [0.48, 0.44, -0.42], [0.41, 0.72, 0.51], [0.35, 0.10, -0.68], [-0.10, 0.04, 0.27], [0.37, -0.18, 0.02], [0.20, -0.30, -0.14], [-0.12, 0.03, 0.04], [0.30, -0.12, 0.14], [0.40, -0.63, -0.02], [0.14, 0.11, -0.06], [0.91, 0.55, -1.21], [-0.98, -1.41, 0.81], [0.18, 0.69, 0.46], [-0.30, -0.79, 0.24], [-0.49, -0.54, -0.74], [1.28, -0.15, 0.68], [-0.64, 0.32, -0.25], [-0.25, 0.65, 0.44], [-0.58, -0.24, 0.09], [0.12, -0.26, -0.17], [-0.10, 0.19, 0.21], [-0.25, 0.09, -0.13], [0.63, 0.12, 0.01], [-0.18, 0.62, -0.29], [-0.34, -0.23, -0.07], [-0.07, 0.19, 0.09], [0.08, 0.27, -0.04], [0.16, 0.12, -0.22], [0.23, 0.29, 0.14], [0.04, 0.06, -0.12], [-0.18, -0.13, 0.07], [0.23, 0.12, 0.06], [-1.27, 0.13, 0.35], [0.96, 0.09, -1.58], [-0.46, 0.00, 1.43], [0.74, -0.44, 0.38], [0.02, 1.05, -0.11], [-0.93, -0.14, 0.40], [-0.24, 0.45, 0.94], [0.08, -0.95, -0.12], [-0.36, 0.34, -0.64], [0.14, 0.21, 0.22], [0.12, -0.10, -0.29], [0.47, -0.17, 0.28], [0.08, -0.59, -0.25], [-0.21, 0.50, -0.12], [-0.06, 0.11, -0.32], [-0.09, -0.30, -0.15], [0.09, 0.12, 0.05], [0.56, 0.24, -0.41], [-0.28, -0.39, -0.57], [-0.14, 0.05, 0.19], [0.45, -0.06, -0.39], [-0.16, -0.22, 0.45], [0.26, 0.22, 0.43], [0.06, 0.03, -0.21], [-0.33, -0.15, -1.93], [0.38, 2.02, -0.42], [-0.01, -0.51, 0.38], [-0.63, -0.02, 0.64], [0.32, -0.32, 1.02], [0.14, -0.28, -0.21], [-0.17, -0.48, -0.01], [0.03, -0.33, 0.29], [-0.06, 0.01, 0.15], [0.38, 0.04, 0.04], [-0.12, -0.11, -0.67], [-0.33, 0.88, 1.13], [-0.28, -0.18, -0.34], [-0.14, 0.01, 0.22], [0.26, -0.12, 0.29], [-0.03, -0.11, -0.14], [0.03, -0.31, -0.53], [0.40, 0.02, -0.10], [0.14, -0.03, 0.10], [0.12, -0.14, 0.06], [0.27, -0.17, 0.13], [0.04, -0.09, -0.18], [-0.03, 0.10, 0.02], [0.06, -0.14, -0.31], [-0.15, 0.08, 0.08], [-0.15, 0.17, 0.30]]}

---

{"formula": "C3H9NOP", "method": "ωB97M-V with the def2-TZVPD basis set", "fmax_ev_per_a": 3.08, "s2": 2.009, "multiplicity": 3, "homo_energy_ev": [-12.08, -14.64], "total_charge": 1, "e_lumo_ev": [-3.452, -6.613], "homo_lumo_gap_ev": [8.632, 8.026], "total_energy_ev": -16070.305, "species": ["C", "C", "C", "N", "O", "P", "H", "H", "H", "H", "H", "H", "H", "H", "H"], "coordinates": [[-0.991, 1.099, -0.138], [-0.467, 0.941, 1.368], [0.111, -1.093, -0.274], [-0.039, 0.209, -0.895], [-0.455, -0.378, 1.681], [1.821, -1.494, 0.170], [-2.056, 0.775, -0.322], [-1.077, 2.247, -0.436], [0.558, 1.312, 1.379], [-1.210, 1.401, 2.008], [-0.649, -1.763, -0.142], [-0.287, 0.122, -1.844], [0.879, 0.578, -0.933], [2.226, -1.136, -1.145], [1.636, -2.821, -0.478]], "forces_ev_per_angstrom": [[-0.93, 2.21, 0.69], [-2.14, -0.18, -2.06], [2.85, 0.20, -1.13], [-1.58, 0.11, 1.10], [0.13, -0.01, 1.52], [-0.39, -1.91, -1.36], [1.31, -0.31, 0.49], [1.03, -2.45, 0.22], [0.13, 0.39, 0.65], [0.45, 0.86, 0.54], [-2.13, -1.03, -0.17], [-0.84, -0.20, -1.80], [1.27, 1.04, 0.07], [0.45, 0.50, 0.10], [0.40, 0.79, 1.14]]}